No. 1
20
Properties=species:S:1:pos:R:3:forces:R:3:nbo_charge:R:1 method="wB97M-V/def2-TZVPD" total_energy_ev=-25844.3210 homo_energy_ev=-9.88 mol_weight_g_mol=179.197 gap_ev=10.341 multiplicity=1
C 0.129637 1.737726 -0.488821 -0.28 -0.91 -0.97 0.77
C -0.004081 -0.778463 -1.306390 -5.17 4.60 -0.61 -0.65
C -1.675313 0.156038 0.160105 1.97 0.77 -0.60 -0.67
C -0.041371 0.214358 -0.100938 -2.05 0.67 -0.78 0.03
C 2.081052 -0.304279 1.002891 2.30 -0.64 0.63 -0.43
N 0.640679 -0.202699 1.048509 0.61 0.79 1.18 -0.68
O 0.310355 2.567956 0.514901 0.09 0.24 0.63 -0.64
O -0.062852 2.164586 -1.589255 0.26 -0.43 -0.51 -0.57
O -2.683109 -1.613647 -1.750497 -1.16 0.53 -1.54 -0.89
O -1.457555 -2.432706 0.172474 0.03 -0.18 0.39 -0.96
S -1.689694 -1.385515 -0.787545 2.60 -0.78 2.22 2.18
H -0.287369 -0.114768 -2.194531 0.92 -1.12 0.70 0.27
H 0.826789 -1.337382 -1.395807 2.42 -2.37 -0.43 0.24
H -1.966193 0.317954 1.196151 -0.05 -1.16 0.18 0.26
H -2.108632 1.007804 -0.328721 -0.39 0.10 -0.89 0.25
H 2.448665 -1.236507 1.593992 -0.75 1.51 -1.12 0.22
H 2.506279 -0.381499 -0.046522 -0.58 -0.02 1.04 0.19
H 2.627362 0.570958 1.499155 -0.92 -0.95 -0.70 0.20
H 0.202639 2.024115 1.293626 0.38 -0.24 1.11 0.49
H 0.202709 -0.974029 1.507220 -0.24 -0.43 0.07 0.40

---

No. 2
17
Properties=species:S:1:pos:R:3:forces:R:3:nbo_charge:R:1 method="wB97M-V/def2-TZVPD" smiles="C/C=N/[C@](C)(S)C=O" total_energy_ev=-19701.5410 homo_energy_ev=-9.08 mol_weight_g_mol=131.200 gap_ev=9.554 multiplicity=1
C -1.245831 -0.444115 -0.864655 -1.16 0.05 2.72 0.19
C 1.517535 -1.368416 0.948074 -2.00 -1.10 -0.98 0.42
C -2.745014 -0.679482 -0.583610 0.45 -3.24 2.66 -0.66
C 1.240331 1.128316 0.896133 0.94 -1.57 3.05 -0.62
C 0.914775 -0.153474 0.261663 1.05 0.21 -3.18 0.03
N -0.429908 -0.282140 0.088196 -2.45 -1.21 0.28 -0.44
O 1.065366 -2.483018 0.873724 0.15 0.54 -0.21 -0.48
S 1.739209 -0.056550 -1.558997 -0.20 -0.66 0.45 -0.19
H -1.097181 -0.290453 -1.896394 1.08 -0.08 -1.44 0.17
H 2.317058 -1.171387 1.588941 1.93 0.58 1.10 0.12
H -3.114476 -1.737927 -0.939825 0.87 2.12 0.16 0.23
H -3.244516 0.087190 -1.064925 -1.44 1.33 -1.18 0.21
H -3.084418 -0.688289 0.545234 1.21 0.28 -2.10 0.23
H 0.695503 1.907769 0.562723 -1.42 2.58 -1.91 0.23
H 0.887337 1.082540 1.924434 0.02 -0.27 0.51 0.22
H 2.285162 1.313003 0.969685 0.85 0.29 -0.26 0.22
H 2.752224 0.784932 -1.366284 0.10 0.14 0.32 0.13

---

No. 3
17
Properties=species:S:1:pos:R:3:forces:R:3:nbo_charge:R:1 method="wB97M-V/def2-TZVPD" total_energy_ev=-19702.5930 homo_energy_ev=-8.09 mol_weight_g_mol=131.200 gap_ev=8.167 multiplicity=1
C 1.650305 1.588797 -0.834219 0.41 0.56 -0.36 -0.70
C 0.143868 1.696903 -0.926344 0.27 -1.61 0.74 -0.07
C -0.605434 0.562349 -0.350681 -0.89 1.36 -0.28 -0.40
C -0.218111 -0.558815 0.313685 -0.03 0.53 -0.78 0.24
C -1.185334 -1.600502 0.718803 -1.33 0.00 0.46 -0.11
H 2.025566 1.801440 0.176040 -0.27 0.13 0.01 0.22
H 2.055201 0.603453 -1.098015 -0.34 0.15 -0.26 0.22
H 2.091194 2.331488 -1.497533 0.13 -0.05 0.07 0.25
H -1.680054 0.755949 -0.438447 0.39 -0.64 -0.03 0.25
H 1.159994 -1.634632 1.367742 0.18 0.70 -0.53 0.39
H 1.712244 -0.137703 0.549697 -0.35 -1.44 0.66 0.41
H -0.854419 -2.596640 0.379356 0.10 0.31 0.07 0.18
H -1.195127 -1.587879 1.834732 -0.11 -0.20 -0.49 0.17
H -3.057299 -1.942154 0.630190 -0.66 -0.30 0.12 0.47
N 1.044078 -0.921845 0.642565 1.33 0.81 0.08 -0.80
O -2.488985 -1.314369 0.199089 0.98 -0.07 0.29 -0.70
S -0.597688 2.954161 -1.666661 0.21 -0.25 0.22 -0.03

---

No. 4
16
Properties=species:S:1:pos:R:3:forces:R:3:nbo_charge:R:1 method="wB97M-V/def2-TZVPD" smiles=C[C@H]1NC[C@H]2S[C@H]12 total_energy_ev=-17653.0978 homo_energy_ev=-8.86 mol_weight_g_mol=115.201 gap_ev=9.863 multiplicity=1
C -1.497901 -1.429051 0.146384 -1.07 -0.89 0.11 -0.62
C -0.427660 -0.521630 -0.408088 0.47 -0.10 -1.01 -0.07
C 0.619079 1.614163 0.331760 -0.19 -0.56 0.27 -0.23
C 1.608467 0.623818 -0.286978 -0.23 -0.89 0.83 -0.35
C 0.928977 -0.641422 0.235156 0.45 0.34 -0.57 -0.35
H -1.339289 -2.549647 0.100368 0.15 1.30 -0.65 0.22
H -2.456679 -1.161735 -0.363482 0.56 -0.45 0.58 0.21
H -1.616687 -1.273644 1.225758 -0.05 0.42 -0.21 0.22
H -0.323196 -0.578183 -1.508664 -0.28 -0.32 0.36 0.19
H -1.184613 1.458558 -0.671610 -0.49 0.06 -0.71 0.37
H 0.637154 2.563925 -0.170466 0.04 0.60 -0.02 0.20
H 0.664211 1.740355 1.435588 0.39 -0.04 -0.79 0.20
H 1.633889 0.574026 -1.360966 -0.68 0.78 -0.36 0.21
H 0.744430 -0.544262 1.281676 0.07 0.02 0.82 0.20
N -0.681438 0.912744 -0.011449 0.72 -0.10 0.89 -0.64
S 2.691249 -0.788015 0.025015 0.16 -0.17 0.44 0.24

---

No. 5
16
Properties=species:S:1:pos:R:3:forces:R:3:nbo_charge:R:1 method="wB97M-V/def2-TZVPD" total_energy_ev=-17655.4352 homo_energy_ev=-8.49 mol_weight_g_mol=115.201 gap_ev=9.412 multiplicity=1
C -0.277889 0.219690 -0.322883 -0.73 -0.88 -0.80 0.11
C -0.261830 1.145366 0.881382 0.47 -0.37 0.03 -0.53
C 0.938512 -1.045395 0.740048 -0.10 -0.67 0.46 -0.31
C -0.517818 -1.220452 0.245381 0.07 0.10 -0.42 -0.42
C 1.181601 -0.237337 -0.531716 0.98 1.96 0.76 -0.42
H -0.670342 1.522671 -1.769653 0.25 0.88 -0.55 0.35
H -2.027240 0.817823 -1.259259 0.63 -0.22 -0.07 0.36
H -1.249001 1.282857 1.273056 -0.56 0.22 0.28 0.21
H 0.204083 2.086862 0.639122 0.04 0.44 -0.05 0.21
H 1.573432 -1.883246 1.047799 -0.23 0.23 -0.13 0.23
H -1.335110 -1.388607 0.957158 0.28 0.03 -0.08 0.21
H -0.554567 -1.930106 -0.601618 -0.10 0.28 0.43 0.22
H 1.961230 0.580627 -0.422240 -0.73 -1.00 -0.42 0.20
H 1.286128 -0.807732 -1.437138 0.10 -0.32 -0.27 0.23
N -1.041682 0.637699 -1.506692 -0.42 -0.54 1.09 -0.82
S 0.790495 0.219280 2.067252 0.03 -0.14 -0.26 0.16

---

No. 6
16
Properties=species:S:1:pos:R:3:forces:R:3:nbo_charge:R:1 method="wB97M-V/def2-TZVPD" smiles="CC1(C)NCC1=S" total_energy_ev=-17654.7833 homo_energy_ev=-8.71 mol_weight_g_mol=115.201 gap_ev=8.643 multiplicity=1
C 0.534245 -0.780961 1.355834 -0.17 -0.27 -0.08 -0.59
C 0.142431 -0.186803 0.020654 0.53 -0.21 0.29 0.01
C 0.664536 -1.053265 -1.100296 -1.14 0.36 -1.45 -0.62
C -0.872101 1.690328 0.002977 1.30 0.84 -0.77 -0.32
C -1.320096 0.247418 0.019788 1.15 0.78 0.31 -0.08
H -0.043915 -1.672065 1.556074 -0.29 -0.26 0.15 0.21
H 1.578749 -1.082735 1.318800 0.17 0.27 0.19 0.22
H 0.346267 -0.027179 2.108740 0.18 -0.07 0.41 0.22
H 0.275040 -2.043248 -0.974496 -0.12 -0.76 0.22 0.23
H 0.257023 -0.750202 -2.101318 0.49 0.07 0.76 0.21
H 1.746285 -1.117697 -1.153598 0.15 0.23 0.19 0.22
H 0.968327 1.427862 -0.907882 0.23 0.15 0.02 0.35
H -1.158582 2.162181 -0.968634 0.05 -0.20 0.70 0.21
H -0.987993 2.431516 0.808934 -0.76 -0.64 -0.11 0.23
N 0.580690 1.231067 0.007545 -0.59 0.42 -0.81 -0.61
S -2.710913 -0.476211 0.006878 -1.16 -0.71 -0.03 0.11

---

No. 7
16
Properties=species:S:1:pos:R:3:forces:R:3:nbo_charge:R:1 method="wB97M-V/def2-TZVPD" smiles="C[C@@H]1NC[C@@H]1C=S" total_energy_ev=-17654.4315 homo_energy_ev=-8.69 mol_weight_g_mol=115.201 gap_ev=8.493 multiplicity=1
C 1.639985 -0.127588 0.159928 0.60 -0.06 -2.03 -0.64
C 0.527914 0.608066 -0.560285 -1.48 -0.53 2.67 -0.02
C -1.152966 0.669489 0.757914 -0.31 0.24 -0.67 -0.21
C -0.869770 -0.104029 -0.565566 -0.31 -1.23 -0.41 -0.31
C -0.831146 -1.615412 -0.461897 -0.20 0.52 -0.69 -0.25
H 2.053922 -0.883027 -0.542621 -0.10 0.28 0.46 0.22
H 2.448165 0.573412 0.374427 -0.04 -0.08 0.28 0.22
H 1.291057 -0.644534 1.010854 -0.16 -0.35 1.21 0.20
H 0.867196 0.966583 -1.463281 0.60 0.84 -2.16 0.19
H 0.393593 2.037204 1.004145 0.48 0.33 0.25 0.35
H -2.158809 1.107253 0.885919 0.38 -0.35 -0.04 0.20
H -0.857150 0.129624 1.677572 -0.16 -0.01 -0.41 0.17
H -1.477784 0.277268 -1.430951 0.47 -0.56 0.98 0.24
H -0.277859 -1.958197 0.422822 -0.29 -0.17 -0.26 0.18
N -0.153934 1.622013 0.275200 0.25 0.72 0.23 -0.61
S -1.442415 -2.658123 -1.544179 0.28 0.42 0.60 0.06

---

No. 8
17
Properties=species:S:1:pos:R:3:forces:R:3:nbo_charge:R:1 method="wB97M-V/def2-TZVPD" smiles=CCCC(S)(S)C#N total_energy_ev=-28489.5622 homo_energy_ev=-9.50 mol_weight_g_mol=147.268 gap_ev=10.004 multiplicity=1
C 0.865194 1.345927 0.059606 1.76 0.25 -0.75 0.22
C -1.606450 0.462943 0.630811 0.51 1.13 3.83 -0.63
C -1.392912 -0.840850 -0.099658 -1.03 0.94 0.97 -0.44
C -0.267118 -0.628840 -0.981293 2.76 0.41 -1.64 -0.41
C 1.048092 -0.088455 -0.289439 -1.94 -0.10 1.18 -0.36
N 1.138682 2.468908 0.065854 -0.74 -0.31 0.48 -0.31
S 1.273087 -1.061289 1.363418 1.52 2.44 -0.52 -0.03
S 2.389984 -0.156016 -1.462083 -0.53 -0.85 -0.99 0.10
H -0.649062 0.560347 1.402926 -2.69 -0.10 -1.76 0.22
H -1.573744 1.435534 0.028203 -0.52 -1.60 0.65 0.23
H -2.499505 0.394978 1.378585 1.34 0.45 -1.59 0.23
H -2.211640 -1.089533 -0.725564 -1.12 -0.23 -0.53 0.22
H -1.299271 -1.650038 0.602398 0.30 -0.35 0.36 0.22
H -0.582543 0.100267 -1.754459 0.45 -0.17 0.30 0.23
H 0.056615 -1.507956 -1.519260 -0.07 -0.51 -0.18 0.22
H 2.018127 0.055538 1.903904 -1.01 -1.85 -0.58 0.16
H 3.292462 0.198535 -0.603957 1.01 0.44 0.77 0.12

---

No. 9
17
Properties=species:S:1:pos:R:3:forces:R:3:nbo_charge:R:1 method="wB97M-V/def2-TZVPD" smiles=NC[C@@]12CSC[C@H]1S2 total_energy_ev=-28488.8658 homo_energy_ev=-8.73 mol_weight_g_mol=147.268 gap_ev=9.390 multiplicity=1
C -0.728703 1.295596 -0.727131 2.83 -1.03 0.16 -0.24
C -0.303772 -0.215290 -0.599899 -0.87 0.83 -0.79 -0.12
C 1.023678 -0.498460 -1.261645 -0.80 0.57 0.07 -0.53
C 0.839722 0.058820 1.454381 -0.39 -0.49 -0.78 -0.46
C -0.132368 -0.842896 0.697576 1.61 -0.56 1.38 -0.39
H -2.422909 1.450645 0.340725 0.54 -0.19 0.29 0.37
H -1.610700 2.819633 0.267244 0.54 -0.91 0.18 0.36
H -1.196147 1.320834 -1.700414 -0.29 0.46 -0.42 0.18
H 0.254435 1.849364 -0.727950 -0.97 -0.32 -0.43 0.20
H 1.218354 0.162618 -2.067626 0.07 0.33 -1.21 0.22
H 1.173968 -1.519882 -1.524925 0.23 -0.72 -0.10 0.23
H 1.197154 -0.307456 2.410524 0.41 -0.17 -0.20 0.23
H 0.457248 1.043254 1.527098 -0.33 0.85 0.42 0.24
H 0.383265 -1.804235 0.559992 -0.01 0.34 0.23 0.21
N -1.455125 1.796528 0.390126 -2.12 1.44 0.13 -0.84
S 2.132577 0.142138 0.032120 0.55 -0.23 1.44 0.13
S -1.723836 -1.165706 0.018178 -1.01 -0.21 -0.37 0.21

---

No. 10
18
Properties=species:S:1:pos:R:3:forces:R:3:nbo_charge:R:1 method="wB97M-V/def2-TZVPD" smiles="CNC(=S)C(=S)[C@H](C)S" total_energy_ev=-39325.2023 homo_energy_ev=-8.08 mol_weight_g_mol=179.335 gap_ev=7.684 multiplicity=1
C 0.788821 -0.098952 0.654719 0.36 -1.60 -3.53 -0.11
C 0.385545 -0.974517 -0.972905 0.35 1.66 3.55 0.10
C -0.906135 -0.643817 2.391464 0.03 0.00 0.07 -0.60
C 0.913984 1.097036 -2.207481 0.09 0.47 0.00 -0.41
C -0.358825 0.407551 1.428896 -0.95 0.34 -0.08 -0.46
N 0.535515 -0.283176 -2.075621 0.13 -0.01 -0.42 -0.59
S 2.319662 -0.107275 1.110962 -0.10 0.04 0.01 0.12
S -0.115398 -2.501486 -0.796560 -0.17 -0.61 -0.03 -0.13
S -1.687885 1.061199 0.331845 0.24 0.24 0.28 -0.03
H -0.106374 -0.984494 3.045901 0.05 -0.06 0.06 0.22
H -1.295414 -1.496765 1.839958 0.01 -0.04 -0.01 0.23
H -1.700729 -0.208814 2.994748 -0.02 0.01 -0.02 0.22
H 1.117632 1.512481 -1.223122 0.00 0.02 -0.12 0.23
H 1.807541 1.181496 -2.828195 0.01 0.04 0.06 0.21
H 0.103184 1.663064 -2.672790 0.07 0.01 0.09 0.21
H -0.024375 1.284010 1.995009 0.01 -0.14 -0.06 0.25
H 0.339931 -0.774530 -2.942096 0.00 -0.11 0.25 0.41
H -2.116679 -0.133012 -0.074735 -0.07 -0.24 -0.08 0.13

---

No. 11
16
Properties=species:S:1:pos:R:3:forces:R:3:nbo_charge:R:1 method="wB97M-V/def2-TZVPD" smiles="N[SiH2]C1C=CC=C1" total_energy_ev=-14697.4686 homo_energy_ev=-8.54 mol_weight_g_mol=111.220 gap_ev=9.473 multiplicity=1
C 1.679795 0.780557 0.465737 2.60 0.87 -0.08 -0.24
C 1.675437 0.001279 -0.748267 -0.80 0.26 2.18 -0.25
C 0.847844 0.272833 1.359280 -2.18 -2.18 -1.39 -0.20
C 0.828565 -0.997954 -0.661105 -0.42 -0.21 0.33 -0.17
C 0.107759 -0.947585 0.592289 -0.27 1.79 1.39 -0.67
N -1.533095 0.958543 -0.856208 -0.07 1.66 0.10 -1.33
Si -1.714651 -0.390075 0.157329 2.13 0.69 0.35 1.36
H 2.517189 1.513851 0.636884 -1.43 -0.37 -0.04 0.22
H 2.183683 0.266199 -1.559545 2.22 0.93 -3.27 0.20
H 0.587857 0.659078 2.311050 -0.07 0.00 0.80 0.21
H 0.569223 -1.647791 -1.438487 -0.19 -1.00 -1.01 0.21
H 0.098331 -1.884825 1.114604 -0.11 -0.47 0.65 0.26
H -1.074655 1.778836 -0.368652 -0.93 -1.04 -1.78 0.41
H -1.980990 1.028385 -1.803179 0.94 0.42 1.85 0.42
H -2.504798 -1.199289 -0.665075 -0.83 -1.57 -0.71 -0.21
H -2.287495 -0.192047 1.463338 -0.60 0.21 0.64 -0.21

---

No. 12
16
Properties=species:S:1:pos:R:3:forces:R:3:nbo_charge:R:1 method="wB97M-V/def2-TZVPD" total_energy_ev=-14693.5946 homo_energy_ev=-7.22 mol_weight_g_mol=111.220 gap_ev=8.100 multiplicity=1
C 0.485610 -0.230885 2.432265 -0.22 1.73 -1.78 -0.30
C 0.232583 -1.396198 1.856617 -2.79 1.98 -6.51 -0.20
C 0.382468 0.971688 1.646998 -0.54 -1.12 0.64 -0.13
C -0.410501 -0.501882 0.158243 1.09 -4.16 1.90 -0.30
C -0.283549 1.828337 -0.600938 2.76 0.22 1.31 -0.39
N -0.174854 0.751274 0.425102 0.79 0.98 0.06 -0.32
Si -0.443944 -1.620203 -1.366976 2.02 1.09 0.21 0.84
H 0.687813 -0.065086 3.416061 0.90 0.10 2.79 0.22
H -0.124140 -2.394989 1.669512 0.53 -0.08 1.17 0.25
H 0.495309 1.951338 2.044520 0.08 0.60 0.01 0.20
H -0.098576 2.830730 -0.147842 0.21 -0.96 -0.34 0.22
H 0.373310 1.593740 -1.449794 0.45 0.24 0.61 0.22
H -1.187083 1.872211 -1.058192 -3.22 -0.22 -0.75 0.21
H 0.718433 -1.290326 -2.423451 -1.14 -0.20 1.07 -0.17
H -1.658302 -1.619361 -2.158140 -0.57 -0.09 -0.14 -0.17
H -0.069713 -2.917646 -0.765660 -0.33 -0.10 -0.22 -0.15

---

No. 13
20
Properties=species:S:1:pos:R:3:forces:R:3:mulliken_charge:R:1 method="wB97M-V/def2-TZVPD" total_energy_ev=-23765.0611 homo_energy_ev=-5.88 mol_weight_g_mol=274.824 gap_ev=5.053 multiplicity=1
O -1.237533 -2.778635 -0.822984 -0.05 0.39 0.03 -0.74
C -1.773484 -2.420821 0.243561 0.54 -0.34 0.77 0.03
C -1.473942 -1.241771 0.981491 1.75 -2.72 2.17 -0.52
O -0.257778 -0.648949 0.597542 0.38 -0.05 -0.27 -0.36
C -0.158680 0.758921 0.645184 -0.31 0.65 -0.10 -0.50
C 1.218432 1.150257 0.168506 0.12 0.17 0.48 -0.67
O 1.407487 0.653434 -1.145866 -0.09 -0.27 -0.27 -0.34
C 2.634223 1.047727 -1.732101 0.23 0.15 -0.03 -0.79
Na 0.506432 -1.460270 -1.435800 -0.41 -0.11 0.15 1.00
H -2.591777 -3.036981 0.676415 0.14 0.20 -0.20 0.38
H -0.312135 1.134833 1.670167 0.05 -0.07 -0.19 0.40
H -0.920410 1.217591 -0.012289 0.30 -0.10 0.26 0.33
H 1.988643 0.732419 0.838924 -0.10 0.07 -0.16 0.35
H 1.305520 2.249121 0.178385 -0.01 -0.24 -0.02 0.41
H 2.685363 0.591952 -2.727976 0.01 0.16 0.23 0.25
H 2.682522 2.142975 -1.831943 0.02 -0.27 0.01 0.30
H 3.485733 0.699758 -1.126081 -0.15 0.11 -0.15 0.35
Sn -3.252612 -0.043891 0.764470 -0.74 1.41 -5.78 0.45
O -4.340571 0.612404 1.968188 -2.16 1.01 4.05 -0.78
H -1.595432 -1.360076 2.102207 0.47 -0.17 -0.98 0.45

---

No. 14
15
Properties=species:S:1:pos:R:3:forces:R:3:nbo_charge:R:1 method="wB97M-V/def2-TZVPD" total_energy_ev=-7362.1331 homo_energy_ev="-12.73 / -12.73" mol_weight_g_mol=85.126 gap_ev="7.270 / 7.275" multiplicity=1 charge=+1
C -1.727689 -0.060649 0.661597 1.74 -0.95 -0.02 0.16
C 0.004902 -1.741865 0.513511 -2.73 -0.09 1.99 0.18
C 2.113046 -0.642044 0.061060 0.76 4.08 -0.17 0.32
C -2.323250 0.552928 -0.455683 0.24 -1.91 -1.98 -0.81
C 2.029108 0.872591 0.052568 -1.32 -2.10 0.81 -0.70
O 1.083471 -1.298274 0.098143 -0.86 -1.59 -0.56 -0.32
H -1.917438 0.408056 1.618182 -0.25 -0.05 0.47 0.16
H -0.541341 -2.491679 -0.048960 0.00 0.43 -0.57 0.20
H 3.005995 -1.164075 -0.082883 1.24 -0.90 -0.05 0.21
H -3.308828 -0.064605 -0.468235 0.97 0.52 0.04 0.35
H -2.556208 1.567872 -0.533810 -0.79 1.78 0.73 0.26
H -1.784513 0.307596 -1.394933 -0.58 -0.33 0.32 0.25
H 1.502546 1.323599 0.894726 0.37 -0.27 0.41 0.25
H 2.957021 1.264437 -0.138716 2.35 1.04 0.14 0.25
H 1.463181 1.166114 -0.776565 -1.15 0.34 -1.57 0.24